(1)
Computed, not measured: a structure of composition C34H64CuGeN5O3PS2Si, with wB97M-V/def2-TZVPD.

For the total energy, the calculation gives -189886.9208 eV. The HOMO energy (alpha / beta) is 0.5 / -1.2 eV. The calculation puts the energy relative to the best compared isomer or geometry (same formula, charge and spin) at 0.000 eV. Its LUMO energy (alpha / beta) is 3.710 / 3.709 eV. As for the spin multiplicity: 2. Its total charge is -2.

Geometry as XYZ:
```
112
Properties=species:S:1:pos:R:3:lowdin_spin:R:1
Cu 0.163 0.080 0.493 0.000
S -1.482 -2.756 1.198 0.000
C -1.688 -1.251 0.882 0.000
C 0.354 0.365 4.066 0.001
C 1.539 -0.080 3.289 0.000
N 1.593 -0.238 1.979 0.000
C 2.850 -0.721 1.691 0.001
C 3.566 -0.823 2.838 0.002
N 2.729 -0.409 3.849 0.001
C 3.105 -0.285 5.260 0.012
N 2.396 -1.127 6.138 0.059
N 1.754 -0.558 7.261 0.363
N 1.310 -1.591 7.983 0.104
C 1.652 -2.744 7.391 0.017
C 1.438 -4.089 7.775 0.157
C 1.948 -5.091 6.943 0.027
C 2.649 -4.817 5.778 0.128
C 2.882 -3.474 5.373 0.093
C 2.369 -2.485 6.189 -0.003
H -0.342 0.896 3.415 0.000
H 0.635 1.004 4.904 0.001
H -0.162 -0.496 4.495 0.000
H 3.141 -0.947 0.679 0.000
H 4.569 -1.153 3.040 0.002
H 2.921 0.737 5.596 0.001
H 4.187 -0.476 5.284 0.007
H 0.891 -4.324 8.678 0.012
H 1.784 -6.129 7.216 -0.003
H 3.010 -5.632 5.162 0.009
H 3.397 -3.246 4.448 0.008
C 3.474 4.169 0.009 0.000
C 2.858 2.897 0.585 0.000
P 1.044 2.653 0.397 0.000
C 0.806 2.995 -1.404 0.000
C -0.553 2.570 -1.942 0.000
C 0.380 4.217 1.120 0.000
C -1.142 4.245 1.204 0.000
H 4.563 4.144 0.097 0.000
H 3.123 5.058 0.535 0.000
H 3.235 4.291 -1.048 0.000
H 3.063 2.828 1.658 0.000
H 3.319 2.010 0.142 0.000
H 1.599 2.451 -1.928 0.000
H 0.964 4.064 -1.592 0.000
H -0.792 1.545 -1.651 0.000
H -0.559 2.597 -3.031 0.000
H -1.351 3.219 -1.583 0.000
H 0.752 5.070 0.543 0.000
H 0.805 4.300 2.126 0.000
H -1.598 4.252 0.215 0.000
H -1.493 5.136 1.729 0.000
H -1.536 3.376 1.735 0.000
C 0.222 -4.616 -4.715 0.000
C 0.581 -3.735 -3.523 0.000
C 2.039 -3.949 -3.131 0.000
C -0.343 -4.042 -2.349 0.000
O 0.426 -2.391 -3.976 0.000
Si 0.108 -0.997 -3.121 0.000
S 1.228 -0.855 -1.416 0.000
O -1.495 -0.924 -2.734 0.000
C -2.687 -0.892 -3.509 0.000
C -3.064 0.563 -3.760 0.000
C -2.512 -1.625 -4.835 0.000
C -3.754 -1.576 -2.662 0.000
O 0.299 0.157 -4.296 0.000
C 1.364 0.368 -5.212 0.000
C 1.120 -0.494 -6.448 0.000
C 1.325 1.844 -5.589 0.000
C 2.709 0.024 -4.579 0.000
H 0.374 -5.670 -4.475 0.000
H 0.847 -4.356 -5.572 0.000
H -0.822 -4.470 -4.996 0.000
H 2.196 -4.970 -2.772 0.000
H 2.315 -3.251 -2.342 0.000
H 2.685 -3.778 -3.996 0.000
H -0.279 -5.103 -2.095 0.000
H -1.376 -3.808 -2.609 0.000
H -0.071 -3.453 -1.473 0.000
H -2.300 1.047 -4.369 0.000
H -3.141 1.100 -2.815 0.000
H -4.024 0.627 -4.278 0.000
H -1.736 -1.156 -5.440 0.000
H -3.454 -1.604 -5.389 0.000
H -2.227 -2.664 -4.666 0.000
H -3.826 -1.089 -1.690 0.000
H -3.494 -2.623 -2.498 0.000
H -4.729 -1.530 -3.153 0.000
H 0.203 -0.180 -6.951 0.000
H 1.012 -1.538 -6.155 0.000
H 1.951 -0.403 -7.153 0.000
H 0.345 2.097 -5.998 0.000
H 2.089 2.073 -6.337 0.000
H 1.502 2.464 -4.710 0.000
H 2.789 -1.047 -4.387 0.000
H 2.823 0.534 -3.622 0.000
H 3.519 0.323 -5.249 0.000
C -5.515 1.525 3.753 0.000
Ge -3.851 2.287 2.895 0.000
C -4.811 3.511 1.583 0.000
C -3.479 3.704 4.294 0.000
C -1.935 0.028 0.667 0.000
H -6.177 2.330 4.095 0.000
H -5.260 0.898 4.611 0.000
H -6.066 0.903 3.042 0.000
H -5.632 4.036 2.087 0.000
H -5.230 2.941 0.749 0.000
H -4.132 4.259 1.165 0.000
H -4.384 4.290 4.492 0.000
H -2.689 4.389 3.973 0.000
H -3.155 3.243 5.231 0.000
H -2.275 0.330 -0.320 0.000
H -2.269 0.669 1.524 0.000
```

---

(2)
Computed, not measured: a cluster of 3 separate species, C34H65BrN3O10P3S in total, with wB97M-V/def2-TZVPD.

For the total energy, the calculation gives -170003.5097 eV. The HOMO energy is -9.0 eV. Its LUMO energy is 0.443 eV. Its total charge is 0.

Geometry as XYZ:
```
117
Properties=species:S:1:pos:R:3:lowdin_charge:R:1
C -4.451 -0.616 2.937 -0.082
C -3.862 -1.727 2.050 -0.218
C -2.322 -1.705 2.051 -0.215
N -1.797 -2.985 1.598 -0.055
C -0.429 -3.054 1.065 -0.404
P -0.428 -4.875 0.521 0.518
S 0.524 -6.163 1.645 0.203
C 0.599 -2.629 2.164 -0.294
C 2.075 -3.168 2.105 -0.100
C 2.680 -3.614 3.422 -0.252
O 3.466 -2.914 4.017 0.062
C 0.190 -2.728 3.632 -0.186
C 0.369 -1.661 4.502 -0.019
C -0.042 -1.780 5.817 -0.130
N -0.590 -2.863 6.349 0.076
C -0.759 -3.873 5.507 -0.128
C -0.406 -3.859 4.171 -0.048
N 0.740 -1.180 1.831 0.127
C 0.352 -0.908 0.490 -0.414
O 0.485 0.191 0.026 0.086
C -0.272 -2.162 -0.210 -0.307
C 0.814 -2.457 -1.305 -0.176
C 2.114 -3.202 -0.987 -0.197
C 2.951 -3.287 -2.291 -0.397
C 3.557 -1.928 -2.661 -0.061
C 4.060 -4.348 -2.053 -0.064
C -1.592 -1.891 -0.983 -0.564
Br -1.365 -0.498 -2.357 0.799
C -2.216 -3.113 -1.697 -0.285
C -3.461 -3.721 -1.022 -0.103
H -5.268 -1.019 3.534 0.070
H -3.707 -0.167 3.592 0.070
H -4.896 0.161 2.316 0.049
H -4.210 -2.713 2.362 0.108
H -4.207 -1.564 1.028 0.093
H -2.047 -1.443 3.081 0.109
H -2.035 -0.860 1.427 0.120
H -2.032 -3.746 2.216 0.098
H 0.034 -4.948 -0.797 -0.011
H -1.778 -5.231 0.458 -0.009
H 2.717 -2.359 1.768 0.117
H 2.223 -3.993 1.415 0.051
H 2.401 -4.598 3.835 0.122
H 0.809 -0.733 4.176 0.118
H 0.091 -0.925 6.469 0.109
H -1.208 -4.774 5.905 0.110
H -0.609 -4.732 3.569 0.045
H 0.077 -0.589 2.328 0.122
H 0.393 -2.906 -2.207 0.105
H 1.160 -1.479 -1.636 0.085
H 2.006 -4.224 -0.633 0.069
H 2.709 -2.574 -0.327 0.107
H 2.311 -3.693 -3.077 0.128
H 4.440 -2.134 -3.265 0.074
H 3.862 -1.382 -1.770 0.084
H 2.849 -1.372 -3.272 0.080
H 4.005 -4.787 -1.056 0.068
H 5.054 -3.907 -2.125 0.070
H 3.999 -5.174 -2.760 0.074
H -2.367 -1.459 -0.365 0.060
H -1.485 -3.895 -1.896 0.073
H -2.537 -2.789 -2.682 0.068
H -3.509 -4.785 -1.257 0.070
H -3.490 -3.587 0.051 0.033
H -4.352 -3.292 -1.482 0.077
O -4.783 1.367 -0.056 -0.232
P -5.067 2.489 -0.977 0.496
O -4.293 3.778 -0.382 -0.190
C -2.860 3.771 -0.336 -0.271
C -2.232 3.888 -1.711 -0.077
O -6.605 2.862 -0.607 -0.227
C -7.429 2.016 0.194 -0.280
C -7.442 2.489 1.632 -0.072
O -5.165 2.986 -2.481 -0.190
C -6.364 3.326 -3.201 -0.248
C -6.726 4.774 -2.975 -0.065
H -2.513 2.864 0.168 0.109
H -2.572 4.622 0.280 0.117
H -2.438 3.002 -2.315 0.059
H -1.151 3.995 -1.627 0.081
H -2.637 4.748 -2.245 0.080
H -7.113 0.976 0.122 0.104
H -8.436 2.077 -0.225 0.117
H -6.430 2.546 2.033 0.074
H -8.031 1.815 2.255 0.078
H -7.873 3.489 1.696 0.077
H -7.181 2.651 -2.957 0.114
H -6.135 3.168 -4.256 0.119
H -6.856 4.997 -1.918 0.075
H -7.651 5.012 -3.501 0.082
H -5.935 5.424 -3.348 0.081
O 4.604 1.783 -2.149 -0.227
P 5.563 2.608 -1.360 0.528
O 4.552 3.650 -0.607 -0.207
C 3.656 3.159 0.394 -0.280
C 4.370 2.762 1.674 -0.082
O 6.134 3.618 -2.498 -0.229
C 6.013 3.347 -3.893 -0.282
C 4.825 4.082 -4.476 -0.072
O 6.769 2.796 -0.342 -0.196
C 8.034 3.425 -0.623 -0.249
C 7.944 4.915 -0.393 -0.066
H 3.084 2.317 -0.005 0.107
H 2.954 3.968 0.596 0.116
H 5.016 1.896 1.514 0.069
H 3.647 2.505 2.448 0.077
H 5.002 3.576 2.030 0.077
H 5.948 2.277 -4.084 0.106
H 6.934 3.702 -4.361 0.116
H 3.910 3.827 -3.944 0.077
H 4.700 3.838 -5.532 0.077
H 4.967 5.160 -4.382 0.077
H 8.388 3.181 -1.622 0.113
H 8.749 2.990 0.076 0.119
H 7.162 5.370 -0.996 0.075
H 8.897 5.385 -0.637 0.082
H 7.709 5.122 0.652 0.081
```

---

Values of largest force on an atom, in order: 0.8, 6.6, all in eV/A.